{
  "formula": "C26H33O5V",
  "method": "wB97M-V/def2-TZVPD",
  "s_squared": 3.773,
  "homo_energy_ev": [-2.1, -3.6],
  "multiplicity": 4,
  "de_lowest_ev": 1.344,
  "homo_lumo_gap_ev": [4.68, 6.18],
  "total_charge": -1,
  "elements": ["O", "C", "C", "H", "H", "C", "H", "H", "C", "H", "H", "H", "C", "H", "H", "H", "V", "C", "C", "C", "H", "C", "C", "H", "H", "H", "H", "C", "C", "C", "H", "C", "C", "H", "H", "H", "H", "O", "C", "C", "H", "H", "C", "H", "H", "C", "H", "H", "H", "H", "O", "C", "C", "C", "C", "C", "C", "C", "O", "O", "H", "H", "H", "H", "H"],
  "xyz": [[-1.386, 1.718, -3.601], [-0.087, 2.422, -3.498], [-0.749, 3.769, -3.242], [0.469, 2.419, -4.470], [0.560, 2.000, -2.702], [-2.077, 2.963, -3.396], [-0.401, 4.570, -3.931], [-0.660, 4.143, -2.197], [-3.084, 3.241, -4.497], [-2.712, 3.066, -5.511], [-3.502, 4.263, -4.449], [-3.890, 2.511, -4.291], [-2.768, 2.944, -2.011], [-2.096, 2.605, -1.187], [-3.660, 2.275, -2.072], [-3.030, 4.008, -1.797], [0.441, -0.170, 0.676], [1.001, 1.826, 1.826], [2.171, 1.061, 1.918], [2.628, 0.743, 0.595], [2.700, 0.892, 2.845], [1.803, 1.455, -0.318], [0.729, 2.062, 0.441], [-0.100, 2.630, 0.020], [0.502, 2.241, 2.694], [3.515, 0.158, 0.375], [2.044, 1.694, -1.359], [-1.016, -0.194, 2.656], [-1.375, 0.849, 1.733], [-1.850, 0.221, 0.540], [-1.340, 1.918, 1.975], [-1.548, -1.169, 0.623], [-1.185, -1.430, 2.008], [-1.157, -2.399, 2.478], [-0.738, -0.044, 3.686], [-2.593, 0.664, -0.108], [-1.571, -1.904, -0.188], [0.397, -1.316, -2.222], [-0.109, -0.856, -3.512], [0.460, -1.659, -4.737], [0.223, 0.186, -3.653], [-1.216, -0.786, -3.520], [1.555, -2.555, -4.120], [0.882, -0.975, -5.501], [-0.299, -2.287, -5.235], [1.373, -2.421, -2.590], [2.546, -2.312, -4.509], [1.356, -3.592, -4.400], [2.311, -2.201, -2.075], [0.989, -3.387, -2.213], [1.203, -0.172, 5.028], [0.996, -1.490, 5.293], [0.373, -1.999, 6.450], [0.252, -3.360, 6.605], [0.735, -4.228, 5.627], [1.330, -3.725, 4.456], [1.436, -2.361, 4.283], [1.933, -1.614, 3.097], [2.958, -0.915, 3.266], [1.248, -1.682, 2.013], [0.947, 0.379, 5.803], [0.001, -1.269, 7.189], [-0.231, -3.759, 7.503], [0.653, -5.308, 5.763], [1.710, -4.357, 3.648]]
}

---

{
  "formula": "C26H34AsFeN5OS3Si2",
  "method": "wB97M-V/def2-TZVPD",
  "s_squared": 8.824,
  "homo_energy_ev": [-3.8, -4.4],
  "multiplicity": 6,
  "homo_lumo_gap_ev": [6.07, 5.26],
  "total_charge": -1,
  "elements": ["Fe", "C", "C", "C", "C", "C", "C", "N", "C", "C", "C", "C", "C", "C", "N", "N", "C", "C", "C", "C", "C", "N", "H", "H", "H", "H", "H", "H", "H", "H", "H", "H", "H", "H", "H", "C", "O", "C", "S", "S", "H", "H", "H", "C", "Si", "C", "C", "As", "Si", "C", "C", "C", "H", "H", "H", "H", "H", "H", "H", "H", "H", "H", "H", "H", "H", "H", "H", "H", "H", "H", "S", "C", "N"],
  "xyz": [[0.283, -0.126, 0.166], [1.022, -5.351, 1.647], [1.346, -4.431, 2.632], [0.859, -3.143, 2.565], [0.030, -2.752, 1.505], [-0.304, -3.691, 0.528], [0.196, -4.976, 0.600], [-0.354, -1.427, 1.393], [-0.984, -0.820, 2.425], [-1.789, -1.457, 3.370], [-2.439, -0.713, 4.338], [-2.311, 0.671, 4.388], [-1.506, 1.331, 3.479], [-0.831, 0.594, 2.504], [0.028, 1.056, 1.584], [0.401, 2.313, 1.465], [0.997, 2.533, 0.305], [1.500, 3.813, -0.032], [2.077, 4.010, -1.251], [2.161, 2.934, -2.151], [1.662, 1.712, -1.770], [1.099, 1.487, -0.587], [1.405, -6.360, 1.703], [1.994, -4.716, 3.450], [1.116, -2.413, 3.324], [-0.958, -3.396, -0.279], [-0.043, -5.691, -0.175], [-1.910, -2.530, 3.325], [-3.068, -1.224, 5.053], [-2.847, 1.233, 5.141], [-1.369, 2.402, 3.497], [1.387, 4.600, 0.694], [2.456, 4.982, -1.533], [2.592, 3.065, -3.129], [1.692, 0.862, -2.442], [-4.811, 1.405, -2.910], [-3.622, 1.536, -2.164], [-3.223, 0.488, -1.420], [-3.971, -0.992, -1.477], [-1.940, 0.831, -0.383], [-5.001, 2.382, -3.353], [-5.641, 1.118, -2.257], [-4.704, 0.647, -3.692], [1.702, 0.411, 4.546], [3.149, 0.210, 3.299], [4.425, -0.939, 4.179], [3.899, 1.982, 3.226], [2.613, -0.497, 1.117], [4.797, -0.872, 0.252], [5.358, -2.670, 0.621], [4.733, -0.540, -1.637], [6.222, 0.306, 0.823], [2.061, 0.636, 5.548], [1.074, -0.472, 4.617], [1.064, 1.234, 4.241], [4.542, -0.701, 5.232], [5.401, -0.862, 3.712], [4.115, -1.978, 4.108], [4.139, 2.381, 4.207], [3.174, 2.647, 2.765], [4.802, 2.001, 2.625], [4.608, -3.348, 0.230], [5.424, -2.831, 1.694], [6.317, -2.919, 0.177], [3.928, -1.113, -2.085], [5.652, -0.805, -2.152], [4.542, 0.514, -1.824], [6.437, 0.204, 1.880], [5.944, 1.339, 0.638], [7.140, 0.108, 0.277], [0.391, -1.373, -1.749], [1.610, -2.321, -1.228], [2.502, -2.966, -0.857]]
}

---

{
  "formula": "C26H34Cl12F7IN2",
  "method": "wB97M-V/def2-TZVPD",
  "homo_energy_ev": -8.4,
  "smiles": "CC[C@@H](I)c1cc(C(F)(F)C(F)(F)C(F)(F)F)cc2nccnc12.ClCCCl.ClCCCl.ClCCCl.ClCCCl.ClCCCl.ClCCCl",
  "de_lowest_ev": 13.775,
  "homo_lumo_gap_ev": 6.87,
  "elements": ["C", "C", "C", "I", "C", "C", "C", "C", "F", "F", "C", "F", "F", "C", "F", "F", "F", "C", "C", "N", "C", "C", "N", "C", "H", "H", "H", "H", "H", "H", "H", "H", "H", "H", "Cl", "C", "C", "Cl", "H", "H", "H", "H", "Cl", "C", "C", "Cl", "H", "H", "H", "H", "Cl", "C", "C", "Cl", "H", "H", "H", "H", "Cl", "C", "C", "Cl", "H", "H", "H", "H", "Cl", "C", "C", "Cl", "H", "H", "H", "H", "Cl", "C", "C", "Cl", "H", "H", "H", "H"],
  "xyz": [[0.567, 0.710, 0.539], [0.355, -0.496, -0.570], [0.077, -1.975, 0.080], [1.725, -2.306, 1.544], [-1.426, -2.120, 0.789], [-2.464, -0.812, 0.777], [-3.934, -0.922, 1.514], [-4.922, 0.405, 1.505], [-4.173, 1.673, 1.165], [-5.579, 0.669, 2.816], [-6.011, 0.213, 0.259], [-5.514, -0.922, -0.573], [-5.981, 1.447, -0.608], [-7.536, -0.092, 0.781], [-8.119, 1.148, 1.383], [-8.449, -0.517, -0.343], [-7.547, -1.241, 1.747], [-4.312, -2.353, 2.218], [-3.321, -3.695, 2.240], [-3.848, -4.904, 2.959], [-2.812, -5.990, 2.896], [-1.374, -5.916, 2.137], [-0.890, -4.686, 1.423], [-1.878, -3.557, 1.503], [1.677, 1.090, 0.617], [0.142, 0.324, 1.586], [-0.114, 1.654, 0.276], [-0.605, -0.201, -1.212], [1.312, -0.451, -1.276], [0.234, -2.765, -0.800], [-2.209, 0.219, 0.266], [-5.371, -2.435, 2.763], [-3.071, -7.009, 3.459], [-0.659, -6.862, 2.142], [3.485, 2.761, 1.918], [4.038, 2.389, 3.570], [4.063, 0.893, 3.841], [2.425, 0.197, 3.920], [3.387, 2.916, 4.273], [5.047, 2.800, 3.666], [4.535, 0.699, 4.809], [4.625, 0.352, 3.074], [-0.596, -2.320, -3.999], [-0.617, -0.921, -5.102], [0.693, -0.149, -5.072], [0.937, 0.702, -3.526], [-1.465, -0.287, -4.828], [-0.794, -1.313, -6.107], [0.693, 0.614, -5.856], [1.553, -0.806, -5.237], [0.743, 3.948, -10.110], [0.321, 4.066, -8.383], [1.001, 2.989, -7.552], [0.355, 1.366, -7.899], [-0.769, 4.015, -8.296], [0.644, 5.055, -8.045], [0.829, 3.177, -6.488], [2.081, 2.968, -7.724], [-3.305, 4.759, -0.277], [-4.176, 4.962, 1.265], [-3.754, 6.225, 1.999], [-2.088, 6.116, 2.619], [-4.006, 4.067, 1.870], [-5.242, 5.012, 1.021], [-4.403, 6.385, 2.865], [-3.820, 7.107, 1.355], [2.756, -2.838, -2.283], [4.225, -1.909, -2.676], [5.081, -1.643, -1.447], [4.305, -0.498, -0.324], [3.918, -0.979, -3.164], [4.791, -2.503, -3.400], [6.033, -1.195, -1.747], [5.296, -2.564, -0.897], [5.001, -1.675, 6.610], [6.135, -2.307, 5.390], [7.314, -1.373, 5.166], [6.828, 0.138, 4.356], [5.577, -2.482, 4.466], [6.493, -3.273, 5.761], [8.052, -1.855, 4.519], [7.806, -1.110, 6.107]]
}

---

{
  "formula": "C26H34ClF5N3O4Sr",
  "method": "wB97M-V/def2-TZVPD",
  "homo_energy_ev": -4.1,
  "homo_lumo_gap_ev": 6.22,
  "total_charge": -1,
  "elements": ["O", "C", "C", "C", "H", "C", "H", "C", "H", "C", "H", "C", "H", "H", "C", "C", "H", "H", "H", "C", "C", "H", "H", "H", "H", "Sr", "Cl", "C", "O", "N", "C", "C", "H", "H", "H", "H", "H", "H", "H", "H", "H", "C", "C", "N", "H", "C", "O", "H", "H", "H", "H", "H", "H", "C", "C", "N", "H", "C", "O", "H", "H", "H", "H", "F", "C", "C", "C", "F", "C", "F", "C", "F", "C", "F"],
  "xyz": [[-1.768, 2.925, -1.819], [-1.020, 2.213, -2.621], [-1.882, 1.183, -3.372], [-2.321, 0.024, -2.734], [-2.001, -0.153, -1.700], [-3.058, -0.926, -3.454], [-3.390, -1.832, -2.943], [-3.361, -0.687, -4.801], [-3.946, -1.406, -5.368], [-2.888, 0.463, -5.438], [-3.088, 0.655, -6.491], [-2.148, 1.401, -4.715], [-1.717, 2.280, -5.196], [-0.604, 2.893, -3.405], [1.410, 2.630, -1.853], [0.442, 1.535, -2.127], [1.753, 3.090, -2.799], [2.304, 2.315, -1.287], [0.907, 3.431, -1.298], [0.748, 0.284, -2.523], [2.093, -0.189, -2.971], [-0.060, -0.435, -2.655], [2.085, -0.453, -4.040], [2.442, -1.084, -2.433], [2.840, 0.603, -2.817], [1.561, -0.083, 0.388], [3.935, -1.401, -0.345], [2.812, -1.969, 2.481], [2.219, -0.874, 2.572], [3.488, -2.525, 3.480], [3.623, -1.819, 4.747], [4.231, -3.761, 3.284], [2.845, -2.519, 1.518], [3.025, -0.906, 4.699], [4.680, -1.581, 4.921], [3.282, -2.464, 5.564], [4.126, -4.043, 2.228], [3.836, -4.564, 3.923], [5.293, -3.616, 3.521], [-5.050, 0.974, 0.871], [-4.335, -1.111, 2.088], [-4.256, 0.665, 0.180], [-3.321, -1.119, 1.674], [-3.130, 0.126, 0.931], [-3.892, 1.525, -0.390], [-1.908, 0.663, 0.789], [-0.853, 0.065, 1.083], [-2.589, -1.186, 2.489], [-1.876, 1.692, 0.382], [-4.648, -0.092, -0.514], [-3.219, -2.006, 1.026], [2.713, 4.944, 3.227], [0.070, 5.712, 3.042], [2.605, 4.741, 2.154], [0.214, 5.432, 1.987], [1.224, 4.390, 1.854], [3.258, 3.912, 1.865], [0.903, 3.163, 1.443], [1.720, 2.208, 1.395], [-0.731, 5.046, 1.584], [-0.150, 3.073, 1.107], [2.861, 5.653, 1.598], [0.521, 6.326, 1.426], [-0.044, -2.450, 2.735], [-0.270, -3.083, 1.553], [0.111, -2.562, 0.338], [-0.285, -3.200, -0.810], [0.037, -2.740, -2.057], [-1.061, -4.376, -0.759], [-1.489, -4.949, -1.901], [-1.407, -4.927, 0.472], [-2.150, -6.052, 0.537], [-0.993, -4.292, 1.637], [-1.308, -4.799, 2.845]]
}

---

Looking at electronic energy for the records above, in order, we have -63418.6759, -180501.3432, -207871.5336, -67122.0672 eV.